{
  "formula": "C19H35CrN7",
  "method": "ωB97M-V/def2-TZVPD",
  "elements": ["Cr", "C", "C", "N", "C", "C", "N", "C", "C", "N", "C", "C", "N", "C", "C", "C", "C", "C", "C", "C", "N", "H", "H", "H", "H", "H", "H", "H", "H", "H", "H", "H", "H", "H", "H", "H", "H", "H", "H", "H", "H", "H", "H", "H", "N", "C", "C", "C", "C", "N", "H", "H", "H", "H", "H", "H", "H", "H", "H", "H", "H", "H"],
  "positions_angstrom": [[0.56, -0.77, -0.16], [0.12, 1.70, 3.72], [-0.16, 1.24, 2.31], [0.02, 0.01, 1.95], [0.47, -0.97, 2.94], [0.22, -2.37, 2.41], [0.83, -2.55, 1.07], [2.29, -2.84, 1.12], [2.98, -2.33, -0.13], [2.73, -0.87, -0.21], [3.17, -0.18, -1.45], [2.00, 0.05, -2.40], [0.89, 0.64, -1.62], [0.45, 1.84, -1.87], [0.94, 2.63, -3.05], [-0.49, 2.52, -1.02], [-0.55, 3.89, -0.84], [-0.89, 4.43, 0.40], [-0.71, 3.60, 1.53], [-0.68, 2.23, 1.40], [-1.26, 1.88, 0.07], [1.04, 1.25, 4.09], [-0.69, 1.39, 4.37], [0.23, 2.78, 3.80], [-0.07, -0.87, 3.89], [1.53, -0.83, 3.16], [-0.86, -2.53, 2.30], [0.59, -3.12, 3.11], [0.37, -3.33, 0.61], [2.47, -3.91, 1.26], [2.71, -2.34, 1.99], [2.56, -2.80, -1.03], [4.05, -2.56, -0.11], [3.19, -0.43, 0.57], [3.96, -0.75, -1.95], [3.59, 0.78, -1.16], [1.67, -0.90, -2.82], [2.32, 0.67, -3.23], [0.94, 2.02, -3.95], [1.97, 2.98, -2.88], [0.32, 3.49, -3.25], [-0.21, 4.56, -1.62], [-0.98, 5.49, 0.53], [-0.50, 4.07, 2.48], [-1.71, 0.53, -0.15], [-3.14, 0.49, -0.54], [-3.44, -0.82, -1.25], [-2.89, -2.06, -0.51], [-1.85, -2.82, -1.31], [-0.67, -1.97, -1.64], [-1.61, 0.10, 0.76], [-2.11, 2.48, 0.08], [-3.34, 1.33, -1.21], [-3.77, 0.61, 0.35], [-3.02, -0.77, -2.26], [-4.52, -0.90, -1.38], [-3.70, -2.76, -0.28], [-2.48, -1.79, 0.47], [-2.30, -3.19, -2.23], [-1.50, -3.69, -0.76], [-0.99, -1.17, -2.18], [-0.08, -2.49, -2.28]],
  "lowdin_charge": [0.74, 0.01, -0.26, -0.03, -0.20, -0.16, -0.13, -0.15, -0.17, -0.12, -0.15, -0.19, -0.06, -0.25, 0.01, -0.13, -0.01, -0.05, 0.00, -0.11, -0.03, 0.09, 0.12, 0.08, 0.13, 0.12, 0.12, 0.14, 0.12, 0.14, 0.13, 0.13, 0.14, 0.13, 0.14, 0.14, 0.11, 0.11, 0.10, 0.11, 0.08, 0.13, 0.12, 0.12, 0.00, -0.15, -0.16, -0.17, -0.22, -0.03, 0.08, 0.17, 0.14, 0.14, 0.11, 0.13, 0.13, 0.10, 0.13, 0.11, 0.07, 0.10],
  "spin_multiplicity": 5,
  "gap_ha": [0.2757, 0.2750],
  "mol_weight_g_mol": 413.5,
  "homo_ev": [-13.29, -13.44],
  "total_charge": 2
}


{
  "formula": "C19H35IN2O9P",
  "method": "ωB97M-V/def2-TZVPD",
  "elements": ["C", "C", "P", "C", "N", "C", "C", "N", "C", "C", "I", "H", "H", "H", "H", "H", "H", "H", "H", "H", "H", "H", "H", "H", "H", "H", "H", "H", "C", "C", "C", "O", "C", "O", "O", "H", "H", "H", "H", "H", "H", "C", "C", "C", "O", "C", "O", "O", "H", "H", "H", "H", "H", "H", "C", "C", "C", "O", "C", "O", "O", "H", "H", "H", "H", "H", "H"],
  "positions_angstrom": [[-2.25, 1.22, -2.63], [-1.15, 1.41, -1.58], [0.16, 0.10, -1.53], [-0.46, -1.25, -2.59], [0.34, -0.54, 0.17], [-0.92, -0.99, 0.85], [-1.20, -2.47, 0.73], [-0.01, -3.24, 1.08], [1.02, -2.97, 0.07], [1.48, -1.55, 0.25], [3.04, -1.07, -1.21], [-2.70, 0.24, -2.64], [-1.88, 1.49, -3.61], [-3.04, 1.93, -2.41], [-1.54, 1.59, -0.58], [-0.58, 2.29, -1.83], [-0.55, -0.79, -3.57], [0.26, -2.05, -2.71], [-1.45, -1.62, -2.32], [0.67, 0.28, 0.70], [-1.77, -0.39, 0.55], [-0.78, -0.80, 1.92], [-1.58, -2.72, -0.27], [-1.95, -2.69, 1.49], [-0.26, -4.22, 1.03], [1.88, -3.60, 0.29], [0.66, -3.18, -0.93], [1.94, -1.40, 1.22], [-0.78, 5.99, -0.82], [-0.32, 5.37, 0.48], [1.03, 5.85, 0.97], [1.53, 4.71, 1.68], [0.96, 3.62, 1.15], [1.30, 2.49, 1.36], [-0.06, 3.95, 0.33], [-0.19, 5.61, -1.65], [-1.82, 5.73, -1.02], [-0.70, 7.07, -0.78], [-1.09, 5.48, 1.25], [0.96, 6.71, 1.64], [1.71, 6.09, 0.15], [-4.09, -6.29, -2.55], [-3.68, -4.84, -2.46], [-4.63, -3.96, -1.68], [-4.45, -2.68, -2.32], [-4.05, -2.91, -3.60], [-4.01, -2.09, -4.45], [-3.70, -4.21, -3.76], [-4.95, -6.40, -3.22], [-3.29, -6.90, -2.97], [-4.35, -6.68, -1.57], [-2.66, -4.76, -2.07], [-4.38, -3.89, -0.62], [-5.67, -4.26, -1.79], [3.91, 2.43, 2.86], [4.82, 1.28, 3.21], [4.57, 0.67, 4.57], [5.86, 0.20, 4.95], [6.78, 0.96, 4.31], [7.94, 0.97, 4.55], [6.19, 1.72, 3.35], [4.16, 3.31, 3.45], [4.03, 2.71, 1.81], [2.87, 2.17, 3.03], [4.80, 0.52, 2.43], [3.86, -0.15, 4.54], [4.23, 1.40, 5.31]],
  "lowdin_charge": [-0.13, -0.39, 0.90, -0.26, -0.25, -0.13, -0.20, -0.04, -0.28, -0.65, 0.90, 0.05, 0.08, 0.08, 0.07, 0.05, 0.06, 0.02, 0.03, 0.11, 0.12, 0.14, 0.10, 0.13, 0.12, 0.12, 0.10, 0.09, -0.01, -0.31, -0.07, 0.08, -0.55, 0.11, 0.07, 0.09, 0.09, 0.10, 0.16, 0.15, 0.15, -0.01, -0.33, -0.10, 0.04, -0.57, 0.17, 0.09, 0.10, 0.09, 0.09, 0.15, 0.13, 0.14, -0.03, -0.33, -0.10, 0.06, -0.55, 0.18, 0.09, 0.10, 0.09, 0.07, 0.15, 0.13, 0.14],
  "spin_multiplicity": 1,
  "gap_ha": 0.3097,
  "mol_weight_g_mol": 593.4,
  "homo_ev": -11.31,
  "total_charge": 1
}


{
  "formula": "C19H35MoNO2P2",
  "method": "ωB97M-V/def2-TZVPD",
  "elements": ["P", "P", "C", "C", "H", "H", "H", "H", "C", "H", "H", "H", "C", "H", "H", "H", "C", "H", "H", "H", "C", "H", "H", "H", "Mo", "C", "C", "C", "C", "C", "C", "C", "C", "C", "H", "H", "H", "H", "H", "H", "H", "H", "H", "H", "H", "H", "H", "H", "H", "O", "C", "C", "C", "C", "O", "N", "H", "H", "H", "H"],
  "positions_angstrom": [[0.91, 2.60, -1.44], [-2.04, 0.57, -1.79], [-0.36, 2.73, -2.83], [-1.82, 2.27, -2.56], [0.07, 2.15, -3.66], [-0.33, 3.80, -3.09], [-2.33, 2.99, -1.90], [-2.37, 2.23, -3.52], [-1.63, -0.48, -3.21], [-1.69, -1.52, -2.87], [-0.61, -0.30, -3.57], [-2.35, -0.30, -4.01], [-3.81, 0.34, -1.56], [-4.33, 0.35, -2.53], [-4.24, 1.11, -0.90], [-3.95, -0.63, -1.08], [2.37, 3.45, -2.11], [3.14, 3.49, -1.34], [2.09, 4.47, -2.41], [2.78, 2.90, -2.97], [0.24, 3.97, -0.44], [-0.80, 3.81, -0.14], [0.31, 4.88, -1.05], [0.85, 4.08, 0.46], [0.77, -0.69, 1.84], [-1.44, -1.05, 0.18], [-0.28, -1.58, -0.40], [0.68, -0.80, -1.28], [2.07, -0.43, -0.70], [2.05, 0.66, 0.34], [0.97, 1.40, 0.89], [-0.50, 1.27, 0.60], [-1.30, 0.09, 1.19], [2.20, -0.47, 3.24], [-2.31, -1.69, 0.34], [-0.17, -2.68, -0.49], [0.24, 0.18, -1.60], [0.83, -1.32, -2.25], [2.55, -1.36, -0.32], [2.69, -0.09, -1.56], [3.05, 0.94, 0.68], [1.26, 2.26, 1.50], [-0.68, 1.22, -0.52], [-1.05, 2.21, 0.85], [-0.86, -0.17, 2.25], [-2.31, 0.48, 1.44], [1.69, -0.53, 4.21], [2.75, 0.46, 3.12], [2.86, -1.33, 3.12], [1.94, -3.86, 0.98], [1.21, -3.83, 1.96], [0.81, -5.03, 2.84], [-0.16, -4.49, 3.85], [-0.31, -3.00, 3.53], [-1.05, -2.19, 4.07], [0.56, -2.71, 2.47], [0.36, -5.80, 2.20], [1.70, -5.45, 3.32], [-1.15, -4.96, 3.78], [0.21, -4.60, 4.87]],
  "lowdin_charge": [0.89, 0.95, -0.36, -0.32, 0.08, 0.09, 0.09, 0.11, -0.21, 0.07, 0.06, 0.08, -0.21, 0.07, 0.07, 0.05, -0.24, 0.06, 0.06, 0.06, -0.24, 0.04, 0.07, 0.06, 1.58, -0.14, -0.15, -0.24, -0.18, -0.22, -0.29, -0.31, -0.24, -0.20, 0.13, 0.13, 0.01, 0.14, 0.13, 0.15, 0.14, 0.12, -0.03, 0.13, 0.08, 0.16, 0.05, 0.03, 0.05, 0.08, -0.46, -0.07, -0.07, -0.46, 0.07, -0.04, 0.14, 0.14, 0.14, 0.14],
  "spin_multiplicity": 3,
  "gap_ha": [0.1980, 0.1734],
  "mol_weight_g_mol": 467.4,
  "homo_ev": [-14.08, -13.96],
  "total_charge": 2
}


Calculated values (eV) of E_tot for the records, taken in order: -59108.91540 -59062.02087 -46266.40650.